No. 1
Entry from the OMol25 dataset: a molecular structure, C23H46AlGeN6O6 (wB97M-V/def2-TZVPD).

Output
Energy above the lowest of the compared OMol25 structures with the same formula, charge and spin (kcal/mol): 0.0
<S²>: 0.7546
HOMO (alpha / beta) (eV): -14.44 / -14.50
Energy (Ha): -4003.07396
LUMO (alpha / beta) (hartree): -0.160 / -0.272
Molar mass (g mol⁻¹): 602.249

The geometry in ORCA input format:
```
! RIJCOSX wB97M-V def2-TZVPD def2/J DEFGRID3
* xyz 2 2
Al 8.5261 10.0389 7.4898
C 11.4982 7.2747 11.9151
C 10.4939 7.0231 10.7677
C 9.2107 6.5992 11.3199
C 11.0422 6.2118 9.6780
O 10.2526 8.3543 10.1215
Ge 9.1119 9.6345 10.6250
O 9.7831 11.2155 10.2851
C 10.5746 11.8431 11.4401
C 9.5616 12.3781 12.4614
C 11.5201 10.8495 12.0949
C 11.4035 13.0077 10.7226
O 7.9290 9.7305 9.1305
C 6.4662 9.9067 9.4372
C 6.2070 10.1371 10.9515
C 5.8076 8.5944 9.0606
C 5.8734 11.0848 8.6302
H 11.8743 6.3110 12.3111
H 12.3694 7.8602 11.6067
H 11.0526 7.7955 12.7420
H 9.2203 5.5272 11.5073
H 8.9450 7.1627 12.1960
H 8.4630 6.8136 10.5356
H 11.3559 5.1763 9.9021
H 10.2533 6.0430 8.9235
H 11.7544 6.7909 9.1252
H 9.1454 11.4882 12.8958
H 10.1234 12.9842 13.2442
H 8.8195 13.0156 12.0150
H 10.9756 9.9799 12.4875
H 12.2494 10.4220 11.4084
H 12.1034 11.3281 12.9028
H 10.7859 13.7654 10.2609
H 12.0833 13.4653 11.4069
H 12.0329 12.6089 9.8891
H 6.2658 9.2079 11.4976
H 6.8045 10.9443 11.3522
H 5.1603 10.5052 11.0064
H 5.9607 7.8762 9.8826
H 4.6887 8.7738 9.0524
H 6.1348 8.1125 8.1787
H 6.2408 12.0123 8.9827
H 6.0284 11.0592 7.5320
H 4.7512 11.1058 8.8315
C 8.6251 15.4361 6.7030
N 8.3953 13.9861 6.4669
C 7.3099 13.5307 5.6066
C 7.2426 12.0887 5.8575
O 6.6667 11.2777 5.2084
N 8.0289 11.8158 6.9649
C 8.8026 12.9397 7.2246
N 9.8436 13.0098 7.9999
H 7.6632 15.9576 6.4226
H 9.4688 15.7534 6.1256
H 8.8119 15.6168 7.7675
H 7.5664 13.6691 4.5576
H 6.3206 13.9580 5.8100
H 10.1076 12.1902 8.5149
H 10.4239 13.8267 8.0326
O 12.3667 8.7883 7.5792
C 11.3707 9.3622 7.5385
N 10.3495 10.0380 7.4761
C 5.2278 8.4819 5.5614
N 6.2347 7.4405 5.7055
C 5.7766 6.0877 5.3683
C 6.9179 5.0223 5.5373
C 8.1260 5.5815 4.9060
N 8.4145 6.9273 5.3998
C 9.8550 7.3381 5.2221
C 7.5224 7.7785 5.8050
O 7.8920 8.8876 6.3294
H 5.7852 9.4155 5.6017
H 4.4916 8.3622 6.3749
H 4.6904 8.3411 4.6522
H 5.4045 6.0412 4.3223
H 4.9141 5.8964 6.0091
H 6.6384 4.1162 4.9927
H 7.0256 4.7738 6.6073
H 7.9459 5.6453 3.8329
H 8.9945 4.9607 5.0269
H 10.1375 6.9408 4.2652
H 10.4083 6.8842 6.0259
H 9.9432 8.4474 5.2440
*
```

No. 2
Entry from the OMol25 dataset: a molecular structure, C23H46AsBN3O3PdSSi3 (wB97M-V/def2-TZVPD).

Output
Energy above the lowest of the compared OMol25 structures with the same formula, charge and spin (kcal/mol): 0.0
HOMO (eV): -10.51
Energy (Ha): -4949.25583
LUMO (hartree): -0.118
Molar mass (g mol⁻¹): 721.118

The geometry in ORCA input format:
```
! RIJCOSX wB97M-V def2-TZVPD def2/J DEFGRID3
* xyz 1 1
Pd -0.2956 -0.0063 0.7732
N 2.4222 -2.7363 2.7827
C 1.8364 -1.7364 2.0831
S 0.0840 -2.0660 1.6861
N 2.4314 -0.6644 1.7780
N 1.6772 0.3051 1.1365
C 2.3312 1.3618 0.8119
C 1.8149 2.5023 0.1295
C 2.7364 3.5457 -0.1144
C 2.3769 4.6880 -0.7740
C 1.0593 4.8105 -1.2287
C 0.1344 3.8214 -1.0069
C 0.4705 2.6400 -0.3076
O -0.4883 1.7528 -0.1449
H 2.0199 -3.6562 2.7658
H 3.4121 -2.6652 2.9548
H 3.3819 1.3715 1.0903
H 3.7546 3.4197 0.2347
H 3.0961 5.4747 -0.9495
H 0.7603 5.6992 -1.7702
H -0.8753 3.9154 -1.3811
C -5.4987 1.0892 -0.8509
Si -3.6686 1.4572 -0.7515
C -3.4555 3.1656 -0.0357
C -2.8210 1.2220 -2.3924
As -2.7289 -0.1360 0.7487
Si -3.1448 0.6561 2.9535
C -4.8853 1.3201 3.0779
C -1.8753 1.9819 3.2849
C -2.8951 -0.7904 4.1062
Si -3.8916 -2.1933 0.4829
C -2.9123 -3.5819 1.2531
C -4.1006 -2.4831 -1.3455
C -5.5283 -1.9909 1.3544
H -5.9708 1.8426 -1.4879
H -5.9645 1.1591 0.1342
H -5.7300 0.1113 -1.2738
H -3.8060 3.8986 -0.7688
H -2.4213 3.3908 0.2095
H -4.0633 3.2934 0.8622
H -3.1617 1.9785 -3.1040
H -3.0443 0.2394 -2.8138
H -1.7429 1.3235 -2.2696
H -5.0317 2.1984 2.4476
H -5.0719 1.6239 4.1117
H -5.6367 0.5769 2.8105
H -1.8729 2.7529 2.5127
H -0.8699 1.5573 3.3355
H -2.0847 2.4609 4.2449
H -3.6116 -1.5961 3.9377
H -3.0080 -0.4559 5.1407
H -1.8890 -1.2013 4.0004
H -2.0226 -3.8072 0.6635
H -3.5471 -4.4732 1.2542
H -2.6199 -3.3865 2.2857
H -3.1313 -2.4187 -1.8418
H -4.7821 -1.7720 -1.8142
H -4.5014 -3.4869 -1.5099
H -5.4019 -1.8849 2.4334
H -6.1450 -2.8762 1.1785
H -6.0794 -1.1253 0.9845
C 1.2053 -0.4978 -2.5519
C 1.2978 -1.9760 -2.2021
C 2.4549 -2.6350 -2.9209
O 1.5414 -2.0412 -0.7612
B 0.3058 -2.1036 -0.2003
O -0.7112 -2.4127 -1.0520
C -0.0625 -2.7260 -2.3359
C -0.9383 -2.2299 -3.4664
C 0.0843 -4.2384 -2.3812
H 2.1174 0.0003 -2.2221
H 0.3572 -0.0169 -2.0591
H 1.1103 -0.3575 -3.6285
H 3.3573 -2.0404 -2.7816
H 2.2500 -2.6932 -3.9912
H 2.6426 -3.6382 -2.5450
H -1.2512 -1.1989 -3.3063
H -1.8254 -2.8565 -3.5623
H -0.3912 -2.2848 -4.4089
H 0.7490 -4.5988 -1.5949
H 0.4775 -4.5641 -3.3441
H -0.8972 -4.6915 -2.2418
*
```

No. 3
Entry from the OMol25 dataset: 7 unconnected molecules or ions with the total composition C23H46BrNO8 (wB97M-V/def2-TZVPD).

Output
HOMO (eV): -8.73
Energy (Ha): -4134.18231
LUMO (hartree): -0.048
Molar mass (g mol⁻¹): 544.524
SMILES: C[C@H](Br)Cc1ccc2c(c1)C(=O)NC2=O.CCO.CCO.CCO.CCO.CCO.CCO

The geometry in ORCA input format:
```
! RIJCOSX wB97M-V def2-TZVPD def2/J DEFGRID3
* xyz 0 1
C -2.2867 1.2877 3.1000
C -3.2580 0.0098 3.4390
Br -3.4865 -0.0347 5.4547
C -2.6897 -1.4379 2.8346
C -1.1341 -1.1752 2.3854
C -0.7558 -0.7400 0.8324
C 0.8287 -0.4598 0.5149
C 1.9347 -0.5937 1.7175
C 1.5836 -1.0441 3.2568
C 0.0072 -1.3356 3.5970
C 2.9478 -1.0879 4.1647
O 3.1736 -1.5522 5.4153
N 4.0146 -0.4850 3.2272
C 3.5544 -0.3501 1.7731
O 4.2360 -0.0488 0.6632
H -2.8582 2.2527 3.5094
H -1.2556 1.2813 3.6995
H -2.1124 1.4758 1.9532
H -4.3025 0.1721 2.8907
H -3.3534 -1.8502 1.9579
H -2.7160 -2.2652 3.6943
H -1.6398 -0.6502 0.0408
H 1.2004 -0.1252 -0.5436
H -0.2774 -1.6390 4.7005
H 4.2192 0.5107 3.5280
C 5.8911 3.2268 0.3808
C 4.7262 3.9787 0.9905
O 3.5433 3.7263 0.2465
H 6.0419 3.5297 -0.6605
H 6.8120 3.4142 0.9402
H 5.6958 2.1495 0.3739
H 4.9158 5.0560 0.9754
H 4.5608 3.6720 2.0278
H 3.3790 2.7681 0.2732
C -8.3528 0.3985 2.6020
C -7.0814 -0.1585 3.2080
O -6.3086 -0.8032 2.2062
H -8.9428 -0.4014 2.1427
H -8.9623 0.8951 3.3624
H -8.1216 1.1184 1.8101
H -7.3168 -0.8935 3.9834
H -6.4797 0.6370 3.6579
H -6.0976 -0.1401 1.5267
C -2.6974 -5.0554 -0.5899
C -2.6535 -4.2216 0.6738
O -3.4074 -3.0314 0.4961
H -2.2958 -4.4907 -1.4377
H -2.1171 -5.9748 -0.4710
H -3.7291 -5.3200 -0.8437
H -1.6232 -3.9409 0.9116
H -3.0653 -4.7746 1.5235
H -4.3224 -3.2916 0.2937
C 3.1116 -0.9599 -4.0771
C 1.9938 -1.9126 -3.7071
O 0.9793 -1.2176 -2.9970
H 3.5407 -0.5028 -3.1794
H 3.9042 -1.4811 -4.6214
H 2.7340 -0.1430 -4.7008
H 2.3710 -2.7148 -3.0660
H 1.5510 -2.3639 -4.6002
H 0.6452 -0.5128 -3.5780
C -2.9352 4.2113 -1.0875
C -2.6172 2.7835 -0.6950
O -3.1460 2.5053 0.5932
H -2.5149 4.9132 -0.3598
H -2.5304 4.4433 -2.0767
H -4.0174 4.3774 -1.1016
H -1.5348 2.6279 -0.6607
H -3.0451 2.0750 -1.4107
H -4.1084 2.6382 0.5499
C 7.0898 0.3900 -6.8068
C 5.7639 -0.1670 -6.3317
O 5.9289 -1.5093 -5.8987
H 7.4883 -0.2135 -7.6290
H 6.9790 1.4231 -7.1484
H 7.8323 0.3622 -6.0026
H 5.0315 -0.1578 -7.1443
H 5.3652 0.4234 -5.5011
H 6.5746 -1.5055 -5.1715
*
```